Entry 1:
Density functional theory data (ωB97M-V/def2-TZVPD) for a 5-piece molecular cluster, C5H23N6O10P2 overall.

```
46
Properties=species:S:1:pos:R:3:forces:R:3
N 2.703 0.431 1.835 0.368 -0.090 -0.083
P 2.386 0.438 0.288 -0.404 0.049 1.287
O 3.097 -0.855 -0.441 0.444 0.071 -0.093
O 3.124 1.752 -0.369 -0.183 -0.470 -0.653
P 0.129 0.490 -0.116 -0.980 -0.041 -0.811
C -1.780 0.561 -0.193 0.709 0.210 0.694
N -2.334 1.040 1.076 -0.157 -0.154 -0.129
H 1.808 0.459 2.312 -0.062 0.044 0.122
H 3.634 -1.351 0.205 -0.326 0.375 -0.188
H 2.625 1.918 -1.188 0.196 0.194 0.098
H 0.139 1.661 0.775 0.171 -0.024 0.133
H 0.350 1.392 -1.284 0.211 0.150 -0.145
H 0.229 -0.663 -1.024 0.053 -0.068 -0.052
H 0.018 -0.433 1.033 0.090 0.010 0.261
H -2.111 1.227 -0.982 -0.053 0.118 -0.324
H -2.165 -0.430 -0.385 -0.006 -0.386 -0.152
H -2.260 2.043 1.112 0.057 -0.008 -0.046
H -1.739 0.715 1.833 0.034 -0.192 0.070
C -3.874 5.670 1.609 -0.123 0.026 0.093
N -3.212 4.351 1.406 -0.195 0.086 0.112
O -3.598 3.419 2.078 -0.025 0.374 0.088
O -2.333 4.316 0.574 0.041 -0.023 -0.030
H -4.633 5.558 2.373 -0.006 -0.050 0.022
H -3.106 6.373 1.915 0.040 0.019 -0.077
H -4.309 5.966 0.660 0.072 0.029 -0.044
C 5.096 -1.040 3.928 0.055 0.257 0.012
N 4.949 -2.113 2.911 -0.134 0.190 0.250
O 4.570 -1.759 1.825 0.419 -0.583 -0.346
O 5.196 -3.259 3.249 -0.023 0.076 -0.051
H 4.808 -0.103 3.461 -0.142 -0.047 -0.087
H 4.431 -1.285 4.750 0.033 -0.066 0.050
H 6.133 -1.040 4.253 -0.015 -0.090 0.063
C 2.567 -3.021 -2.981 0.141 0.030 0.063
N 2.278 -2.627 -4.387 0.067 -0.064 0.033
O 3.120 -2.875 -5.232 0.010 0.009 -0.008
O 1.218 -2.086 -4.606 -0.043 -0.013 -0.041
H 3.541 -3.493 -2.958 0.028 -0.005 -0.068
H 2.553 -2.125 -2.364 -0.133 0.033 0.056
H 1.788 -3.711 -2.672 -0.104 0.093 0.025
C -5.400 -2.632 -2.376 0.005 -0.025 -0.155
N -4.533 -1.680 -1.625 0.013 -0.037 -0.151
O -3.825 -0.943 -2.275 -0.127 -0.010 -0.001
O -4.607 -1.726 -0.418 -0.017 0.014 0.058
H -5.233 -2.486 -3.436 0.041 0.035 -0.012
H -5.123 -3.635 -2.069 -0.038 -0.008 0.076
H -6.428 -2.417 -2.105 -0.007 -0.039 0.080
```
Positions in Å, forces in eV/Å.

Summary:
charge	-1
HOMO energy	-3.4	eV
relative energy (zero: lowest compared OMol25 entry of this formula, charge and spin)	0.00	kcal/mol

natural (NBO) atomic charge list, values in e, 6 entries: atom 1 (N): -1.43, atom 2 (P): 1.80, atom 3 (O): -1.05, atom 4 (O): -1.00, atom 5 (P): 0.41, atom 6 (C): -0.52

---

Entry 2:
Density functional theory data (ωB97M-V/def2-TZVPD) for a 6-piece molecular cluster, C5H23NO5 overall.

```
34
Properties=species:S:1:pos:R:3:forces:R:3
C -2.963 1.444 -0.404 0.859 -1.090 -0.020
C -1.944 0.217 -0.581 1.083 1.713 1.381
N -0.664 0.262 0.214 0.189 1.982 1.963
C -1.134 -0.923 2.314 -0.410 -1.798 -1.881
C -0.839 0.438 1.750 -0.633 -0.867 -1.741
C 0.453 0.971 2.361 1.318 -1.217 -2.752
H -2.422 2.390 -0.161 -0.478 -0.709 -0.468
H -3.622 1.507 -1.257 0.551 0.443 -1.011
H -3.769 1.299 0.294 0.260 -0.327 1.264
H -1.523 0.209 -1.556 -0.428 0.154 -1.026
H -2.326 -0.772 -0.420 -0.820 -0.285 0.172
H -0.123 1.145 0.019 -0.913 -1.220 -0.494
H -1.381 -0.961 3.343 0.488 0.071 1.297
H -0.378 -1.659 1.955 0.141 0.590 0.939
H -2.009 -1.411 1.870 -0.404 0.549 -0.289
H -1.758 1.025 1.916 0.600 0.458 0.126
H 0.303 1.718 3.070 -0.056 1.494 1.034
H 1.264 1.186 1.567 -1.723 0.619 1.123
H 0.962 0.140 2.806 0.086 -0.526 0.872
H 0.794 -2.254 -2.869 -0.304 -0.345 0.956
H 0.189 -2.778 -1.501 -0.107 0.173 -0.397
O 0.961 -2.377 -1.914 0.431 0.150 -0.531
H -0.399 0.080 -2.961 1.163 0.280 0.745
H -0.208 -0.667 -4.311 0.145 0.321 0.208
O -0.823 -0.172 -3.762 -1.066 -0.544 -1.224
H 3.003 0.300 0.672 1.213 -1.069 1.046
H 3.556 1.790 0.358 -0.124 -0.792 0.231
O 2.880 1.113 0.219 -0.533 2.386 -1.459
H 2.206 0.894 -1.496 0.177 -0.118 -0.063
H 2.161 -0.298 -2.470 -0.010 0.599 0.241
O 2.072 0.671 -2.434 -0.228 -0.555 -0.220
H 2.886 -2.145 1.426 -0.082 -1.463 0.019
H 1.897 -1.131 0.726 -1.037 -0.708 -0.453
O 2.699 -1.255 1.216 0.652 1.650 0.411
```
Positions in Å, forces in eV/Å.

Summary:
charge	0
HOMO energy	-9.0	eV
SMILES	CCNC(C)C.O.O.O.O.O
relative energy (zero: lowest compared OMol25 entry of this formula, charge and spin)	25.23	kcal/mol

natural (NBO) atomic charge list, values in e, 6 entries: atom 1 (C): -0.66, atom 2 (C): -0.22, atom 3 (N): -0.65, atom 4 (C): -0.62, atom 5 (C): -0.07, atom 6 (C): -0.66

---

Entry 3:
Density functional theory data (ωB97M-V/def2-TZVPD) for a 8-piece molecular cluster, C5H23NO8 overall.

```
37
Properties=species:S:1:pos:R:3:forces:R:3
O -1.331 0.154 1.033 -1.147 0.357 0.158
C -2.059 -0.351 0.197 2.142 -1.893 0.282
C -1.352 -1.224 -0.835 0.456 -0.968 -2.210
C -0.608 -0.296 -1.847 2.245 1.705 0.682
C -0.688 1.196 -1.596 -3.086 1.455 -3.678
C -0.001 2.092 -0.916 -0.644 -0.062 -0.091
N -0.344 -2.170 -0.332 -0.700 -1.186 0.948
H -3.140 -0.301 0.208 -0.376 0.517 -0.046
H -2.070 -1.844 -1.437 0.301 0.720 0.790
H -0.738 -0.584 -2.896 -0.487 0.323 0.313
H 0.499 -0.310 -1.726 -0.526 -1.439 0.258
H -1.497 1.649 -2.282 1.263 -0.482 1.391
H -0.300 3.130 -0.873 -0.068 -0.003 -0.394
H 0.785 1.866 -0.267 1.339 -0.631 0.931
H 0.519 -1.701 -0.065 -0.324 -0.119 -0.398
H -0.089 -2.914 -1.032 -0.534 1.674 0.904
H 0.379 0.036 1.412 0.417 -0.043 0.596
H 0.933 -0.776 2.634 0.551 1.450 -1.209
O 1.179 -0.039 1.989 -0.756 -1.463 0.783
H 0.959 -3.821 1.981 -0.235 0.156 0.310
H -0.194 -3.023 2.543 -1.103 0.578 -0.573
O 0.548 -3.535 2.811 1.266 -0.636 0.163
H 2.143 -3.312 -1.418 0.427 1.939 -0.169
H 2.453 -1.643 -1.264 -0.362 -2.164 -0.301
O 2.003 -2.398 -1.785 0.551 -0.102 0.266
H 3.935 2.827 1.120 -1.885 -1.395 -0.185
H 2.451 2.137 1.323 -0.066 0.422 0.650
O 3.280 2.111 0.853 1.974 0.800 -0.438
H -3.108 2.186 -0.313 0.537 0.008 0.884
H -3.793 2.583 -1.476 -2.144 3.667 -2.345
O -3.436 1.837 -1.142 0.911 -3.679 1.244
H -1.811 1.947 1.352 0.080 0.149 0.613
H -2.441 3.384 1.695 -0.180 1.564 2.321
O -2.293 2.735 1.071 0.153 -1.503 -2.422
H 2.540 -0.779 0.894 -0.407 -0.325 0.375
H 3.478 0.024 0.186 0.943 1.738 -0.379
O 3.206 -0.872 0.199 -0.524 -1.132 -0.023
```
Positions in Å, forces in eV/Å.

Summary:
charge	0
HOMO energy	-9.1	eV
SMILES	C=CC[C@@H](N)C=O.O.O.O.O.O.O.O
relative energy (zero: lowest compared OMol25 entry of this formula, charge and spin)	93.42	kcal/mol

natural (NBO) atomic charge list, values in e, 6 entries: atom 1 (O): -0.62, atom 2 (C): 0.50, atom 3 (C): -0.16, atom 4 (C): -0.47, atom 5 (C): -0.17, atom 6 (C): -0.41